# 1
{"formula": "C4H5ClS2", "method": "wB97M-V/def2-TZVPD", "species": ["C", "C", "C", "C", "S", "S", "Cl", "H", "H", "H", "H", "H"], "xyz": [[-1.324, -0.252, -0.475], [-1.462, 1.124, -0.315], [-0.102, -0.819, 0.191], [0.721, 0.385, 0.425], [0.018, 1.894, 0.196], [2.229, 0.319, 1.378], [1.787, 0.172, -1.961], [-2.194, -0.764, -0.619], [-2.151, 1.757, -0.891], [-0.235, -1.172, 1.276], [0.442, -1.728, -0.343], [2.271, -0.917, 1.140]], "forces_ev_per_a": [[0.831, 3.650, 2.371], [0.694, -2.042, -2.226], [0.414, -1.484, 0.353], [3.457, 0.182, -0.426], [-0.477, -0.165, 0.472], [-1.442, 2.241, -0.257], [-0.356, -0.008, 0.673], [-1.923, -1.781, -1.091], [-0.123, -0.457, 0.802], [-0.636, 0.196, -1.280], [-1.048, 2.254, 0.913], [0.611, -2.585, -0.303]], "energy_ha": -1411.884943, "de_lowest_kj_mol": 206.5, "homo_lumo_gap_ev": [7.3053, 7.3063], "spin_multiplicity": 1}


# 2
{"formula": "C10H16ClN2O2", "method": "wB97M-V/def2-TZVPD", "species": ["C", "C", "C", "C", "C", "C", "C", "C", "C", "C", "N", "N", "O", "O", "Cl", "H", "H", "H", "H", "H", "H", "H", "H", "H", "H", "H", "H", "H", "H", "H", "H"], "xyz": [[-1.960, 0.917, -0.149], [-2.413, 0.868, 1.105], [-0.644, 0.376, -0.481], [0.186, -0.236, 0.591], [-1.658, 0.392, 2.231], [0.973, -2.594, 0.434], [-0.469, -0.471, 1.909], [-0.832, -2.068, 1.937], [0.734, 2.840, -1.631], [0.028, 0.509, -1.792], [0.344, -2.821, 1.650], [1.359, -0.966, 0.284], [0.506, -0.706, -2.260], [1.114, 1.448, -1.825], [-1.418, -2.378, 3.555], [-2.502, 1.514, -0.843], [-3.453, 1.140, 1.348], [-1.241, 1.341, 2.729], [-2.394, -0.160, 2.913], [1.786, -3.251, 0.339], [0.240, -2.847, -0.317], [0.224, -0.229, 2.714], [-1.566, -2.151, 1.183], [0.180, 3.191, -2.539], [1.661, 3.401, -1.320], [-0.051, 2.757, -0.796], [-0.660, 0.877, -2.523], [0.975, -2.855, 2.434], [1.632, -0.980, -0.696], [2.074, -0.885, 0.962], [0.949, -0.535, -3.034]], "forces_ev_per_a": [[0.832, 0.012, 0.455], [-1.830, 0.132, -1.096], [3.756, -2.120, 4.561], [-5.045, 3.048, -3.793], [-0.026, 0.442, 1.837], [-2.235, 0.527, 0.777], [0.666, -1.704, 0.404], [1.418, 3.154, 0.910], [-1.418, -1.320, 0.996], [-0.003, 1.805, -1.409], [0.490, -0.469, 0.543], [-0.934, -3.272, -0.516], [-0.978, -1.215, 3.381], [0.400, -0.405, 0.343], [-0.192, -0.783, 0.123], [-0.385, -0.161, -0.916], [0.650, 0.434, -0.400], [-0.895, -1.258, -0.184], [1.418, 0.976, -0.465], [1.739, -0.129, -0.249], [0.050, 0.789, -0.883], [0.420, -0.752, 0.161], [-1.032, -0.734, -0.723], [0.880, 0.112, 0.649], [-1.268, -0.512, -0.574], [1.255, 1.014, -0.813], [-1.002, 0.358, -0.515], [0.004, -0.148, 0.321], [0.290, 0.992, -0.357], [1.285, 0.639, 0.570], [1.692, 0.547, -3.139]], "total_charge": 1, "energy_ha": -1110.488244, "smiles": "CO[C@@H](O)C1=C2[NH2+]CN[C@@H](Cl)[C@@H]2CC=C1", "de_lowest_kj_mol": 400.9, "homo_lumo_gap_ev": 7.8487, "spin_multiplicity": 1}


# 3
{"formula": "CH4MgO", "method": "wB97M-V/def2-TZVPD", "species": ["O", "Mg", "H", "C", "H", "H", "H"], "xyz": [[2.582, 0.314, -0.076], [0.732, 0.497, -0.129], [3.106, -0.478, 0.057], [-1.302, -0.010, 0.015], [-1.609, -0.203, 1.058], [-1.956, 0.796, -0.361], [-1.553, -0.916, -0.564]], "forces_ev_per_a": [[-0.706, 0.077, -0.040], [0.530, -0.586, 0.158], [-0.060, 0.182, -0.032], [-0.331, 0.215, -0.051], [0.187, 0.084, -0.335], [0.177, -0.284, 0.131], [0.203, 0.312, 0.169]], "energy_ha": -315.832856, "de_lowest_kj_mol": 0.0, "homo_lumo_gap_ev": 9.3798, "spin_multiplicity": 1}